(1)
Formula: C41H41FP2Re
Source: the Open Molecules 2025 dataset
Level of theory: ωB97M-V/def2-TZVPD

electronic energy	-2446.972404	a.u.
HOMO energy (alpha / beta)	-12.9 / -13.7	eV
spin multiplicity	4
Kohn-Sham gap (alpha / beta)	5.633 / 6.417	eV
net charge	+2

Each line ends with the Mulliken charge.
CARTESIAN COORDINATES (ANGSTROEM)
Re (-2.46, -1.16, -1.72)  0.562
C (0.05, -0.73, -2.17)  -0.875
C (-0.58, -0.95, -3.38)  0.239
C (-0.46, -2.25, -4.14)  -1.122
C (-1.39, -3.38, -3.70)  -1.470
C (-2.21, -3.03, -2.47)  1.378
C (-1.55, -2.90, -1.12)  0.324
C (-0.05, -3.02, -1.05)  -1.357
C (0.79, -1.77, -1.40)  -1.046
C (-3.92, -1.25, -0.32)  -1.805
H (0.37, 0.30, -1.95)  0.699
H (-0.74, -0.09, -4.03)  0.671
H (0.60, -2.59, -4.12)  0.270
H (-0.69, -2.06, -5.20)  0.440
H (-2.09, -3.60, -4.52)  0.384
H (-0.83, -4.31, -3.52)  0.521
H (-3.14, -3.60, -2.48)  -0.832
H (-2.07, -3.46, -0.33)  0.722
H (0.27, -3.86, -1.69)  0.343
H (0.20, -3.27, -0.01)  0.499
H (1.16, -1.29, -0.48)  0.455
H (1.71, -2.10, -1.93)  0.520
H (-4.04, -0.21, 0.03)  0.659
H (-3.57, -1.86, 0.53)  0.314
H (-4.90, -1.63, -0.64)  0.353
P (-5.72, -1.70, -4.50)  1.092
P (-5.88, -3.37, -2.68)  0.589
C (-5.02, -3.22, -5.15)  -0.561
C (-5.16, -4.16, -4.14)  -0.523
C (-7.10, -1.32, -5.64)  -0.098
C (-7.41, -2.01, -6.83)  -0.353
C (-8.32, -1.47, -7.75)  -0.830
C (-8.99, -0.27, -7.46)  -0.447
C (-8.81, 0.33, -6.20)  -0.757
C (-7.90, -0.21, -5.29)  -0.113
C (-4.65, -0.27, -4.52)  0.523
C (-3.93, 0.16, -3.36)  -1.070
C (-3.03, 1.22, -3.48)  -0.359
C (-2.82, 1.83, -4.72)  -0.558
C (-3.58, 1.44, -5.83)  -0.834
C (-4.49, 0.39, -5.74)  -0.881
C (-7.60, -4.17, -2.73)  0.532
C (-8.60, -3.62, -3.56)  -0.284
C (-9.80, -4.29, -3.81)  -0.863
C (-10.09, -5.47, -3.11)  -0.442
C (-9.18, -5.96, -2.17)  -0.856
C (-7.95, -5.32, -2.00)  -0.377
C (-5.18, -4.44, -1.34)  0.857
C (-5.59, -4.14, -0.03)  -0.153
C (-5.16, -4.91, 1.04)  -0.856
C (-4.31, -6.01, 0.82)  -0.586
C (-3.87, -6.29, -0.48)  -0.829
C (-4.31, -5.52, -1.56)  -0.094
H (-4.71, -3.36, -6.19)  0.656
H (-5.07, -5.24, -4.22)  0.735
H (-6.91, -2.95, -7.04)  0.477
H (-8.52, -1.98, -8.69)  0.434
H (-9.70, 0.16, -8.17)  0.430
H (-9.39, 1.21, -5.90)  0.415
H (-7.75, 0.23, -4.30)  0.418
H (-4.25, -0.24, -2.36)  0.607
H (-2.44, 1.48, -2.60)  0.804
H (-2.06, 2.62, -4.82)  0.469
H (-3.44, 1.95, -6.78)  0.451
H (-5.06, 0.07, -6.62)  0.456
H (-8.43, -2.65, -4.03)  0.395
H (-10.53, -3.89, -4.53)  0.436
H (-11.03, -5.98, -3.27)  0.402
H (-9.41, -6.85, -1.57)  0.433
H (-7.24, -5.74, -1.28)  0.257
H (-6.26, -3.29, 0.15)  0.490
H (-5.46, -4.66, 2.06)  0.464
H (-3.97, -6.62, 1.66)  0.416
H (-3.18, -7.11, -0.66)  0.430
H (-3.95, -5.76, -2.56)  0.324
F (1.02, 2.11, 2.67)  -0.313
C (0.16, 1.49, 1.80)  0.276
C (-0.32, 0.22, 2.12)  -0.666
C (-1.16, -0.41, 1.19)  -0.304
C (-1.46, 0.17, -0.04)  0.547
C (-0.99, 1.48, -0.29)  -0.209
C (-0.17, 2.16, 0.62)  -0.899
H (-0.05, -0.26, 3.06)  0.444
H (-1.59, -1.38, 1.44)  0.217
H (-1.25, 1.97, -1.22)  0.335
H (0.21, 3.17, 0.41)  0.459

=====

(2)
Formula: C41H41N7O8PS6Sn
Source: the Open Molecules 2025 dataset
Level of theory: ωB97M-V/def2-TZVPD

electronic energy	-5517.157849	a.u.
HOMO energy	-5.4	eV
Kohn-Sham gap	6.471	eV
net charge	-1

Each line ends with the Mulliken charge.
CARTESIAN COORDINATES (ANGSTROEM)
Sn (-0.26, -0.64, 0.87)  0.541
C (3.37, -0.32, 1.11)  -1.153
N (2.30, -0.46, 2.09)  1.476
C (2.40, -1.79, 2.69)  -1.279
C (2.44, 0.56, 3.15)  -1.058
C (2.14, 2.00, 2.71)  -1.110
N (0.80, 2.20, 2.19)  1.322
C (-0.16, 2.27, 3.28)  -1.326
C (0.73, 3.43, 1.41)  -0.785
H (4.36, -0.47, 1.56)  0.213
H (3.35, 0.67, 0.65)  0.078
H (3.22, -1.05, 0.31)  0.350
H (3.36, -1.94, 3.20)  0.398
H (2.29, -2.54, 1.90)  0.299
H (1.58, -1.94, 3.40)  0.265
H (3.47, 0.54, 3.53)  0.341
H (1.76, 0.28, 3.96)  0.322
H (2.85, 2.29, 1.93)  0.366
H (2.33, 2.65, 3.58)  0.397
H (0.09, 3.08, 3.99)  0.343
H (-0.21, 1.33, 3.82)  0.206
H (-1.15, 2.45, 2.89)  0.395
H (0.97, 4.32, 2.01)  0.308
H (-0.29, 3.54, 1.02)  0.318
H (1.41, 3.38, 0.56)  -0.203
O (-4.44, -5.65, -2.46)  -0.713
C (-4.63, -4.43, -2.60)  0.016
O (-5.46, -3.78, -3.25)  -0.711
C (-3.65, -3.53, -1.80)  0.403
C (-4.16, -2.59, -0.90)  -0.984
C (-3.29, -1.76, -0.22)  -0.786
N (-1.97, -1.78, -0.44)  1.201
C (-1.47, -2.67, -1.30)  1.065
C (-2.27, -3.57, -1.98)  -1.019
C (0.04, -2.65, -1.52)  -0.028
O (0.55, -3.46, -2.27)  -0.747
O (0.68, -1.70, -0.90)  -0.303
H (-5.23, -2.51, -0.75)  0.554
H (-3.65, -1.06, 0.52)  0.393
H (-1.82, -4.30, -2.64)  0.617
S (4.65, -0.38, -2.47)  -0.433
P (3.43, 1.05, -2.94)  1.018
S (1.72, 1.25, -1.62)  0.428
C (4.23, 2.68, -2.73)  -0.016
C (5.28, 2.97, -3.61)  -0.505
C (6.03, 4.11, -3.42)  -0.677
C (5.76, 4.97, -2.36)  -0.426
C (4.71, 4.69, -1.50)  -0.693
C (3.95, 3.54, -1.68)  0.884
C (2.86, 1.04, -4.66)  0.202
C (3.34, 0.05, -5.51)  -0.494
C (3.00, 0.09, -6.86)  -0.568
C (2.20, 1.11, -7.34)  -0.483
C (1.72, 2.10, -6.49)  -0.708
C (2.06, 2.07, -5.14)  -0.343
H (5.49, 2.29, -4.42)  0.394
H (6.85, 4.34, -4.10)  0.385
H (6.36, 5.85, -2.21)  0.375
H (4.48, 5.36, -0.68)  0.441
H (3.13, 3.32, -1.01)  -0.439
H (3.97, -0.73, -5.11)  0.347
H (3.37, -0.68, -7.53)  0.407
H (1.93, 1.14, -8.39)  0.394
H (1.08, 2.89, -6.85)  0.472
H (1.68, 2.83, -4.48)  0.397
N (-2.44, -4.45, 8.66)  -0.569
C (-2.52, -3.63, 7.54)  1.084
C (-3.65, -3.68, 6.71)  -0.643
C (-3.74, -2.85, 5.61)  -0.275
C (-2.71, -1.97, 5.33)  -0.477
C (-1.59, -1.90, 6.15)  -0.492
C (-1.50, -2.72, 7.26)  -0.780
S (-2.68, -1.02, 3.83)  1.271
O (-2.57, 0.37, 4.19)  -0.784
O (-3.82, -1.39, 3.02)  -0.673
N (-1.28, -1.46, 3.12)  0.055
C (-1.19, -2.70, 2.58)  0.180
S (-2.18, -4.09, 2.93)  -0.074
C (-1.30, -4.99, 1.73)  -0.472
C (-0.35, -4.22, 1.18)  -1.014
N (-0.28, -2.93, 1.66)  0.154
H (-3.02, -5.28, 8.63)  0.219
H (-1.52, -4.61, 9.02)  0.214
H (-4.44, -4.39, 6.92)  0.272
H (-4.59, -2.88, 4.94)  0.477
H (-0.80, -1.20, 5.90)  0.354
H (-0.63, -2.68, 7.90)  0.293
H (-1.57, -6.01, 1.51)  0.460
H (0.33, -4.52, 0.40)  0.573
O (-1.20, 4.56, -4.84)  -0.675
S (-1.43, 4.23, -3.46)  1.177
O (-1.49, 5.31, -2.52)  -0.686
N (-0.28, 3.11, -3.00)  -0.452
C (-0.82, 1.96, -2.85)  0.767
S (0.06, 0.49, -2.49)  -0.376
C (-2.29, 1.88, -2.95)  0.068
C (-3.13, 0.81, -2.68)  -0.289
C (-4.50, 1.02, -2.74)  -0.692
C (-5.02, 2.27, -3.08)  -0.517
C (-4.17, 3.34, -3.35)  -0.693
C (-2.82, 3.12, -3.28)  0.078
H (-2.73, -0.16, -2.42)  0.208
H (-5.17, 0.20, -2.52)  0.539
H (-6.09, 2.41, -3.13)  0.413
H (-4.56, 4.32, -3.60)  0.438

=====

(3)
Formula: C41H41NOP2Tc
Source: the Open Molecules 2025 dataset
Level of theory: ωB97M-V/def2-TZVPD

electronic energy	-2479.022151	a.u.
HOMO energy (alpha / beta)	-19.5 / -19.5	eV
energy relative to the best compared isomer or geometry (same formula, charge and spin)	0.0	kcal/mol
spin multiplicity	4
Kohn-Sham gap (alpha / beta)	6.888 / 5.467	eV
net charge	+4

Each line ends with the Mulliken charge.
CARTESIAN COORDINATES (ANGSTROEM)
Tc (0.16, 0.04, -0.24)  -0.299
C (-1.41, -2.98, 1.21)  -1.524
C (-0.71, -1.69, 1.48)  1.331
C (-1.43, -0.49, 1.65)  -0.681
C (-0.79, 0.72, 1.93)  -0.327
C (0.62, 0.78, 1.96)  -0.675
C (1.36, -0.40, 1.79)  -0.392
C (0.70, -1.62, 1.54)  -0.561
H (-2.34, -3.03, 1.78)  0.435
H (-0.78, -3.83, 1.46)  0.464
H (-1.67, -3.05, 0.15)  0.200
H (-2.52, -0.51, 1.60)  0.622
H (-1.36, 1.63, 2.09)  0.691
H (1.13, 1.72, 2.16)  0.574
H (2.45, -0.36, 1.82)  0.510
H (1.28, -2.52, 1.40)  0.599
N (1.29, 2.33, -1.84)  0.236
P (2.19, 1.04, -1.25)  1.386
C (3.00, 0.12, -2.53)  0.687
C (3.02, -1.27, -2.59)  -0.081
C (3.76, -1.90, -3.57)  -0.754
C (4.47, -1.15, -4.49)  -0.603
C (4.47, 0.24, -4.43)  -0.935
C (3.75, 0.89, -3.44)  -0.611
C (3.38, 1.58, -0.06)  0.735
C (3.21, 2.77, 0.66)  -0.559
C (4.16, 3.14, 1.59)  -0.732
C (5.28, 2.34, 1.81)  -0.633
C (5.45, 1.16, 1.09)  -0.686
C (4.51, 0.78, 0.15)  -0.780
P (-0.29, 2.23, -1.32)  0.690
C (-0.69, 3.58, -0.24)  1.626
C (-1.89, 3.59, 0.49)  -0.775
C (-2.26, 4.72, 1.19)  -0.991
C (-1.44, 5.85, 1.17)  -0.713
C (-0.26, 5.85, 0.44)  -0.877
C (0.12, 4.72, -0.27)  -0.726
C (-1.37, 2.09, -2.72)  1.301
C (-2.75, 2.29, -2.56)  -1.005
C (-3.56, 2.30, -3.68)  -0.717
C (-3.01, 2.12, -4.95)  -0.677
C (-1.65, 1.90, -5.10)  -0.880
C (-0.82, 1.87, -3.99)  -0.190
H (1.65, 3.01, -2.51)  0.394
H (2.51, -1.86, -1.83)  0.376
H (3.81, -2.98, -3.61)  0.542
H (5.05, -1.64, -5.26)  0.472
H (5.05, 0.82, -5.13)  0.499
H (3.80, 1.97, -3.37)  0.479
H (2.35, 3.41, 0.50)  0.467
H (4.05, 4.07, 2.14)  0.500
H (6.03, 2.64, 2.53)  0.462
H (6.33, 0.55, 1.25)  0.482
H (4.67, -0.12, -0.44)  0.455
H (-2.56, 2.74, 0.48)  0.568
H (-3.18, 4.74, 1.75)  0.490
H (-1.73, 6.74, 1.72)  0.459
H (0.36, 6.74, 0.41)  0.500
H (1.04, 4.75, -0.85)  0.409
H (-3.19, 2.48, -1.60)  0.295
H (-4.62, 2.48, -3.57)  0.506
H (-3.65, 2.15, -5.82)  0.487
H (-1.23, 1.77, -6.09)  0.514
H (0.24, 1.69, -4.13)  0.447
C (-4.54, -5.14, -4.90)  -1.417
C (-3.50, -4.30, -4.26)  0.553
C (-3.86, -3.28, -3.34)  -1.376
C (-2.93, -2.50, -2.73)  0.789
C (-3.37, -1.43, -1.77)  -0.821
C (-1.53, -2.72, -3.03)  0.743
C (-0.49, -2.03, -2.48)  -0.179
O (-0.59, -1.02, -1.63)  0.076
C (-1.15, -3.78, -3.98)  1.215
C (0.28, -4.06, -4.34)  -1.580
C (-2.14, -4.52, -4.56)  -1.208
H (-5.55, -4.80, -4.68)  0.405
H (-4.42, -6.17, -4.54)  0.385
H (-4.38, -5.17, -5.98)  0.407
H (-4.91, -3.13, -3.13)  0.441
H (-4.46, -1.42, -1.70)  0.591
H (-3.03, -0.45, -2.10)  -0.034
H (-2.97, -1.61, -0.77)  -0.038
H (0.53, -2.27, -2.75)  -0.144
H (0.87, -4.35, -3.47)  0.385
H (0.74, -3.19, -4.81)  0.384
H (0.33, -4.88, -5.05)  0.433
H (-1.89, -5.30, -5.26)  0.485

=====

(4)
Formula: C41H42BBiN5O4S2
Source: the Open Molecules 2025 dataset
Level of theory: ωB97M-V/def2-TZVPD

electronic energy	-3198.269258	a.u.
HOMO energy	-5.7	eV
Kohn-Sham gap	7.077	eV
net charge	-1

Each line ends with the Mulliken charge.
CARTESIAN COORDINATES (ANGSTROEM)
Bi (0.39, -0.04, -0.02)  1.809
S (-1.92, -1.13, -0.03)  -0.407
C (-1.35, -2.35, 1.12)  0.822
C (-1.74, -3.68, 0.94)  -1.119
C (-1.29, -4.67, 1.80)  0.562
C (-1.72, -6.02, 1.62)  -0.231
N (-2.08, -7.10, 1.49)  -0.533
C (-0.44, -4.33, 2.87)  0.529
C (-0.08, -3.00, 3.07)  -1.265
C (-0.53, -2.01, 2.21)  0.762
S (-0.04, -0.33, 2.51)  -0.643
C (0.10, -5.36, 3.70)  -0.155
N (0.54, -6.20, 4.36)  -0.553
H (-2.38, -3.94, 0.11)  0.519
H (0.56, -2.74, 3.89)  0.516
O (3.32, -2.59, -3.40)  -0.766
C (2.25, -2.33, -2.84)  -0.022
O (2.02, -1.46, -1.95)  -0.522
C (1.05, -3.21, -3.28)  -0.218
C (1.28, -4.35, -4.04)  -0.536
C (0.23, -5.16, -4.43)  -0.480
C (-1.07, -4.82, -4.04)  0.178
C (-1.31, -3.68, -3.29)  -0.723
C (-0.25, -2.88, -2.92)  0.456
N (-2.18, -5.66, -4.43)  0.995
O (-1.97, -6.56, -5.23)  -0.629
O (-3.28, -5.44, -3.95)  -0.617
H (2.30, -4.58, -4.32)  0.487
H (0.38, -6.05, -5.02)  0.478
H (-2.33, -3.42, -3.02)  0.518
H (-0.41, -1.98, -2.35)  0.294
C (3.06, 4.13, -2.08)  -1.504
C (3.43, 2.85, -1.33)  0.754
C (2.84, 1.63, -2.03)  -0.815
C (3.11, 2.98, 0.16)  0.636
C (4.18, 2.95, 1.04)  -1.176
C (4.03, 3.19, 2.39)  -1.447
C (2.78, 3.52, 2.89)  -0.515
C (1.67, 3.56, 2.06)  0.519
C (0.34, 4.01, 2.64)  1.968
C (0.43, 5.48, 3.06)  -1.769
C (-0.14, 3.15, 3.81)  -1.226
C (1.83, 3.25, 0.69)  -0.450
N (0.65, 3.24, -0.12)  0.797
B (-0.27, 2.17, -0.36)  0.541
N (-1.42, 2.82, -0.91)  0.617
C (-1.18, 4.19, -0.97)  -0.874
C (0.05, 4.45, -0.49)  -1.165
C (-2.73, 2.31, -1.21)  0.024
C (-3.13, 2.02, -2.52)  0.666
C (-4.43, 1.56, -2.71)  -1.266
C (-5.31, 1.40, -1.66)  -1.548
C (-4.91, 1.72, -0.38)  -0.643
C (-3.63, 2.19, -0.13)  0.546
C (-3.29, 2.69, 1.27)  2.249
C (-4.03, 4.01, 1.50)  -1.756
C (-3.62, 1.69, 2.38)  -1.437
C (-2.27, 2.17, -3.77)  0.516
C (-2.10, 3.63, -4.21)  -1.542
C (-0.92, 1.46, -3.68)  -0.989
H (3.47, 4.10, -3.09)  0.457
H (3.45, 5.02, -1.57)  0.362
H (1.97, 4.24, -2.16)  0.089
H (4.52, 2.75, -1.39)  0.661
H (1.77, 1.73, -2.18)  -0.409
H (3.04, 0.70, -1.50)  0.307
H (3.30, 1.53, -3.02)  0.606
H (5.17, 2.75, 0.65)  0.398
H (4.89, 3.17, 3.05)  0.380
H (2.66, 3.73, 3.94)  0.423
H (-0.42, 3.95, 1.86)  -0.743
H (1.16, 5.62, 3.87)  0.351
H (-0.54, 5.83, 3.41)  0.440
H (0.74, 6.11, 2.22)  0.334
H (0.53, 3.23, 4.66)  0.427
H (-0.21, 2.11, 3.52)  -0.002
H (-1.13, 3.49, 4.12)  0.384
H (-1.93, 4.88, -1.32)  0.609
H (0.55, 5.39, -0.39)  0.513
H (-4.76, 1.32, -3.72)  0.425
H (-6.32, 1.03, -1.84)  0.402
H (-5.61, 1.62, 0.45)  0.364
H (-2.22, 2.88, 1.32)  -1.233
H (-5.11, 3.85, 1.48)  0.389
H (-3.79, 4.73, 0.72)  0.346
H (-3.77, 4.43, 2.47)  0.405
H (-4.69, 1.48, 2.44)  0.354
H (-3.29, 2.10, 3.34)  0.398
H (-3.10, 0.75, 2.21)  0.193
H (-2.84, 1.67, -4.57)  0.749
H (-1.27, 4.10, -3.68)  0.241
H (-3.00, 4.21, -4.01)  0.347
H (-1.88, 3.68, -5.27)  0.434
H (-0.24, 1.99, -3.01)  -0.316
H (-0.45, 1.41, -4.66)  0.532
H (-1.04, 0.44, -3.31)  0.165